<a>
A 2-piece molecular cluster, C4H12N2O2 overall. Source: OMol25; level of theory: the ωB97M-V functional and the def2-TZVPD basis.

Geometry as XYZ:
```
20
Properties=species:S:1:pos:R:3:mulliken_spin:R:1
O -0.84691 1.82797 -2.08901 0.522
O -1.26845 0.71458 2.59048 0.000
N 0.96144 0.62399 -1.57764 0.503
N 1.49464 -0.88518 0.75660 0.136
C -1.08986 -0.55294 -2.25457 -0.004
C -0.05236 0.66372 1.87962 0.005
C -0.32983 0.70816 -1.94177 -0.121
C 0.14144 -0.74534 1.33975 -0.012
H -0.59115 -1.41220 -1.81425 0.003
H 1.26997 -0.13256 -0.93105 -0.020
H -1.87171 1.33884 2.18194 0.000
H -2.11069 -0.45217 -1.89220 -0.006
H -1.13239 -0.66033 -3.33359 -0.007
H -0.56940 -0.93441 0.54479 0.006
H 1.40623 1.53453 -1.38429 -0.015
H 2.18039 -0.60237 1.46414 -0.001
H -0.01757 1.41720 1.08855 -0.003
H 1.69638 -1.87782 0.63465 -0.002
H 0.75380 0.88339 2.58919 0.001
H -0.02399 -1.45705 2.14866 0.015
```

For the lowest unoccupied orbital energy (alpha / beta), the calculation gives -3.62 / -9.47 eV. The calculation puts the HOMO energy (alpha / beta) at -14.20 / -14.20 eV. As for the charge: +1. The spin multiplicity is 2. The calculation puts the HOMO-LUMO gap (alpha / beta) at 10.581 / 4.733 eV. As for the expectation value of S²: 0.785.

=====

<b>
A 2-piece molecular cluster, C4H12N2O2 overall. Source: OMol25; level of theory: the ωB97M-V functional and the def2-TZVPD basis.

Geometry as XYZ:
```
20
Properties=species:S:1:pos:R:3:mulliken_spin:R:1
O -0.63346 1.78722 1.69954 0.000
O 0.20796 1.78610 -0.85610 0.049
N 1.96292 0.41780 -1.06820 0.036
N -1.52829 -0.13168 -0.64462 0.749
C 0.66233 0.67524 -0.86332 0.044
C -0.57806 -2.52446 1.04236 0.007
C -0.25271 -0.65862 -0.64061 -0.011
C 0.33020 -1.38133 0.56224 0.123
H -1.61832 -2.24399 0.90572 0.001
H 2.40421 -0.47432 -0.93755 -0.002
H -0.07099 -1.14637 -1.58430 0.005
H 0.31772 1.75186 1.85776 0.000
H 2.50668 1.21616 -1.36872 0.004
H -0.30678 -3.42155 0.48334 0.000
H 0.40493 -0.60551 1.33426 0.009
H -2.41572 -0.63521 -0.72609 -0.010
H -1.62657 0.52325 0.15486 -0.010
H -0.38295 -2.85756 2.06090 0.005
H 1.36464 -1.69914 0.46211 -0.001
H -0.66382 2.30774 0.88442 0.000
```

For the lowest unoccupied orbital energy (alpha / beta), the calculation gives -3.00 / -8.66 eV. The calculation puts the HOMO energy (alpha / beta) at -14.94 / -14.80 eV. As for the charge: +1. The spin multiplicity is 2. The calculation puts the HOMO-LUMO gap (alpha / beta) at 11.941 / 6.136 eV. As for the expectation value of S²: 0.755.

=====

<c>
A 2-piece molecular cluster, C4H12N2O2 overall. Source: OMol25; level of theory: the ωB97M-V functional and the def2-TZVPD basis.

Geometry as XYZ:
```
20
Properties=species:S:1:pos:R:3:mulliken_spin:R:1
O 4.20658 -1.48500 -2.38550 0.000
O 1.02740 1.47306 -0.35816 0.229
N -1.28851 -0.63522 -1.44536 0.045
N -1.42698 -0.28202 0.94192 0.552
C -0.75983 0.95972 1.18024 0.061
C -2.18132 -0.67801 -0.27648 -0.009
C 0.33515 0.70630 2.23559 0.013
C -0.13417 1.45589 -0.19577 0.090
H -1.70996 -1.27767 -2.11931 0.001
H -1.44507 1.71909 1.51052 0.015
H -2.54562 -1.66326 -0.00273 0.004
H 3.96408 -0.58465 -2.63370 0.000
H -0.40041 -1.09794 -1.23376 -0.001
H -0.74909 -1.03480 1.10262 -0.015
H -0.04134 -0.02029 2.94626 -0.003
H -0.83361 1.75916 -0.97350 0.024
H 5.16547 -1.49394 -2.29352 0.000
H -2.97237 0.05058 -0.43191 0.000
H 1.24421 0.47898 1.70160 -0.005
H 0.54539 1.65003 2.73093 0.000
```

For the lowest unoccupied orbital energy (alpha / beta), the calculation gives -3.88 / -8.26 eV. The calculation puts the HOMO energy (alpha / beta) at -13.80 / -13.80 eV. As for the charge: +1. The spin multiplicity is 2. The calculation puts the HOMO-LUMO gap (alpha / beta) at 9.915 / 5.537 eV. As for the expectation value of S²: 0.759.

=====

Relative to the most stable one, in hartree, the structures come out at <a> 0.0233; <b> 0.0000; <c> 0.0302.